The following is a quantum chemistry calculation of 18 unconnected molecules or ions with the total composition C96H102F12N6 at a distorted geometry, from OMol25.

Each line ends with the Löwdin charge.
Atoms and positions in Å:
C: 1.19 0.38 -6.91  -0.0813
C: 2.07 0.04 -5.68  -0.2383
C: 2.12 1.22 -4.76  -0.1980
C: 0.88 1.42 -4.07  -0.2331
N: -0.14 1.55 -3.56  0.1951
H: 1.43 1.30 -7.45  0.0835
H: 0.16 0.34 -6.56  0.0546
H: 1.32 -0.45 -7.60  0.0751
H: 3.07 -0.15 -6.06  0.0965
H: 1.70 -0.85 -5.17  0.1115
H: 2.36 2.16 -5.27  0.1316
H: 2.87 1.14 -3.98  0.1026
C: -6.69 -0.16 1.38  -0.1249
C: -7.90 0.22 0.58  -0.2508
C: -7.70 1.42 -0.34  -0.1747
C: -6.71 1.14 -1.39  -0.2105
N: -5.96 0.90 -2.25  0.1635
H: -6.94 -1.02 2.00  0.0823
H: -6.33 0.59 2.09  0.0676
H: -5.90 -0.52 0.73  0.0597
H: -8.67 0.40 1.33  0.1120
H: -8.17 -0.65 -0.01  0.1170
H: -7.36 2.35 0.11  0.1215
H: -8.58 1.74 -0.89  0.1191
C: 4.38 2.47 3.45  -0.0976
C: 2.99 2.05 3.90  -0.2233
C: 1.84 3.10 3.90  -0.1735
C: 1.93 4.04 2.80  -0.2712
N: 1.96 4.81 1.99  0.1820
H: 4.72 3.26 4.13  0.0806
H: 4.35 2.84 2.43  0.0643
H: 5.08 1.64 3.49  0.0744
H: 3.04 1.50 4.85  0.1006
H: 2.60 1.42 3.10  0.0850
H: 1.93 3.70 4.80  0.1151
H: 0.81 2.73 3.90  0.0889
C: -0.42 1.22 1.51  -0.0925
C: 0.69 1.31 0.50  -0.2370
C: 0.63 0.17 -0.53  -0.1698
C: 0.61 -1.22 -0.01  -0.1945
N: 0.66 -2.32 0.32  0.1754
H: -0.48 2.14 2.09  0.0584
H: -0.10 0.37 2.12  0.0684
H: -1.44 1.06 1.14  0.0748
H: 1.64 1.30 1.04  0.0799
H: 0.51 2.26 0.01  0.1012
H: 1.44 0.32 -1.24  0.1044
H: -0.27 0.23 -1.14  0.0811
C: 4.41 3.93 -2.06  -0.1121
C: 2.93 4.26 -2.13  -0.2334
C: 2.61 5.64 -2.81  -0.1678
C: 3.18 6.76 -2.07  -0.2343
N: 3.69 7.56 -1.36  0.1555
H: 4.82 3.55 -2.99  0.0735
H: 4.45 3.17 -1.28  0.0564
H: 4.99 4.74 -1.64  0.0764
H: 2.70 4.29 -1.06  0.0960
H: 2.46 3.41 -2.61  0.0844
H: 1.54 5.84 -2.94  0.0874
H: 3.01 5.65 -3.83  0.1151
C: -0.57 7.55 -0.56  -0.1102
C: -1.19 7.71 -1.94  -0.2151
C: -0.34 8.42 -3.07  -0.1870
C: 0.55 9.53 -2.75  -0.2311
N: 1.24 10.46 -2.53  0.1355
H: -1.23 7.17 0.22  0.0537
H: -0.31 8.46 -0.02  0.0783
H: 0.30 6.89 -0.51  0.0635
H: -2.12 8.28 -1.91  0.1043
H: -1.40 6.75 -2.41  0.0938
H: -1.03 8.81 -3.81  0.1144
H: 0.29 7.66 -3.53  0.0899
F: -2.06 1.82 4.73  0.0156
C: -1.07 1.60 5.66  -0.2506
C: -0.19 0.57 5.38  -0.0105
C: 0.83 0.34 6.32  -0.0739
C: 0.91 1.11 7.46  -0.1062
C: 0.02 2.09 7.74  -0.0868
C: -0.97 2.41 6.82  -0.0056
H: -0.31 -0.03 4.48  0.0933
H: 1.62 -0.36 6.11  0.0929
H: 1.71 0.99 8.17  0.1096
H: 0.03 2.60 8.69  0.1102
H: -1.71 3.17 7.06  0.1075
F: 5.13 0.45 -2.40  0.0860
C: 5.00 -0.54 -3.26  -0.3164
C: 4.19 -1.66 -3.12  -0.0016
C: 3.95 -2.55 -4.18  -0.0683
C: 4.71 -2.39 -5.35  -0.0988
C: 5.63 -1.37 -5.45  -0.0773
C: 5.70 -0.38 -4.43  -0.0121
H: 3.68 -1.84 -2.18  0.0978
H: 3.20 -3.33 -4.13  0.0776
H: 4.56 -3.10 -6.15  0.1025
H: 6.24 -1.26 -6.33  0.1034
H: 6.32 0.49 -4.57  0.1161
F: -4.48 -4.91 -0.08  0.0738
C: -3.70 -5.64 -0.87  -0.2902
C: -2.33 -5.80 -0.49  0.0134
C: -1.37 -6.34 -1.37  -0.0806
C: -1.82 -6.86 -2.56  -0.1063
C: -3.19 -6.82 -2.90  -0.0808
C: -4.13 -6.17 -2.06  -0.0386
H: -1.93 -5.36 0.40  0.0946
H: -0.34 -6.41 -1.04  0.0926
H: -1.15 -7.28 -3.29  0.0955
H: -3.57 -7.23 -3.82  0.0991
H: -5.18 -6.09 -2.33  0.1141
F: -4.59 2.18 1.66  0.0522
C: -3.71 2.93 0.98  -0.3008
C: -3.41 2.64 -0.31  -0.0340
C: -2.47 3.36 -1.00  -0.0625
C: -1.68 4.23 -0.29  -0.1148
C: -1.85 4.44 1.05  -0.0763
C: -2.93 3.81 1.69  0.0003
H: -3.85 1.75 -0.74  0.0929
H: -2.16 3.21 -2.02  0.0986
H: -0.91 4.82 -0.76  0.0868
H: -1.29 5.22 1.56  0.0964
H: -3.00 3.92 2.77  0.1019
F: 4.99 -5.81 0.63  0.0332
C: 4.31 -5.71 -0.55  -0.2451
C: 4.63 -6.61 -1.60  -0.0063
C: 3.90 -6.56 -2.78  -0.0670
C: 2.88 -5.58 -2.92  -0.1039
C: 2.64 -4.68 -1.90  -0.1066
C: 3.35 -4.74 -0.70  -0.0186
H: 5.38 -7.39 -1.51  0.1104
H: 4.16 -7.25 -3.57  0.1005
H: 2.27 -5.53 -3.81  0.0970
H: 1.93 -3.90 -2.13  0.0974
H: 3.09 -4.04 0.08  0.0906
F: -3.33 8.84 5.49  0.0581
C: -2.37 7.92 5.30  -0.2568
C: -2.72 6.57 5.34  -0.0285
C: -1.79 5.62 5.08  -0.1054
C: -0.46 5.95 4.80  -0.0700
C: -0.12 7.30 4.68  -0.0731
C: -1.07 8.28 4.91  -0.0118
H: -3.73 6.24 5.52  0.1191
H: -2.13 4.59 5.09  0.0822
H: 0.27 5.18 4.59  0.0665
H: 0.91 7.56 4.46  0.1081
H: -0.78 9.31 4.77  0.1139
F: -1.87 -3.56 5.26  0.0335
C: -2.28 -2.73 4.25  -0.2550
C: -2.97 -1.53 4.54  -0.0088
C: -3.55 -0.86 3.49  -0.1126
C: -3.29 -1.22 2.22  -0.1013
C: -2.56 -2.37 1.91  -0.0521
C: -2.05 -3.11 2.96  -0.0377
H: -3.19 -1.21 5.55  0.1185
H: -4.15 0.01 3.71  0.1077
H: -3.78 -0.62 1.47  0.0821
H: -2.26 -2.74 0.94  0.0903
H: -1.43 -3.98 2.80  0.1043
F: -2.66 -7.81 4.77  0.0390
C: -1.84 -7.95 3.68  -0.2569
C: -2.02 -9.01 2.77  0.0054
C: -1.14 -9.03 1.63  -0.0670
C: -0.07 -8.16 1.50  -0.1227
C: 0.02 -7.09 2.35  -0.0897
C: -0.91 -6.95 3.42  -0.0108
H: -2.81 -9.71 2.96  0.1077
H: -1.25 -9.86 0.95  0.0965
H: 0.69 -8.18 0.73  0.0999
H: 0.85 -6.40 2.28  0.1000
H: -0.85 -6.11 4.10  0.1007
F: 3.87 1.07 0.48  0.0324
C: 4.81 0.10 0.65  -0.2949
C: 4.46 -1.21 0.81  -0.0412
C: 5.39 -2.15 1.11  -0.0655
C: 6.73 -1.71 1.27  -0.0686
C: 7.10 -0.40 1.07  -0.0634
C: 6.11 0.54 0.79  -0.0229
H: 3.44 -1.40 0.53  0.0967
H: 5.16 -3.16 1.38  0.0734
H: 7.39 -2.53 1.53  0.1018
H: 8.13 -0.06 1.14  0.1061
H: 6.30 1.55 0.47  0.1217
F: -0.60 -1.32 -2.79  0.0540
C: -1.74 -1.95 -3.04  -0.3079
C: -2.86 -1.36 -2.47  -0.0093
C: -4.08 -2.04 -2.52  -0.0555
C: -4.19 -3.15 -3.36  -0.0933
C: -3.06 -3.68 -3.93  -0.1079
C: -1.83 -3.09 -3.79  -0.0162
H: -2.76 -0.43 -1.93  0.1020
H: -4.94 -1.55 -2.07  0.0745
H: -5.10 -3.70 -3.57  0.1026
H: -3.12 -4.47 -4.67  0.1083
H: -0.97 -3.46 -4.32  0.1154
F: 1.17 -2.76 6.75  0.0789
C: 1.86 -3.20 5.72  -0.2942
C: 1.53 -2.75 4.42  0.0111
C: 2.37 -3.14 3.36  -0.0813
C: 3.47 -3.96 3.59  -0.0765
C: 3.79 -4.38 4.93  -0.0637
C: 2.97 -3.98 5.96  -0.0356
H: 0.68 -2.09 4.24  0.0890
H: 2.21 -2.80 2.35  0.0593
H: 4.19 -4.16 2.81  0.0642
H: 4.69 -4.93 5.14  0.1024
H: 3.27 -4.43 6.89  0.1166
F: -1.47 1.56 -8.27  0.0292
C: -2.62 1.15 -7.67  -0.2681
C: -2.72 1.26 -6.29  -0.0256
C: -3.85 0.76 -5.64  -0.0648
C: -4.90 0.29 -6.42  -0.0830
C: -4.84 0.33 -7.83  -0.0882
C: -3.67 0.69 -8.47  -0.0242
H: -1.90 1.63 -5.70  0.0884
H: -3.83 0.72 -4.56  0.0879
H: -5.85 -0.06 -6.05  0.0954
H: -5.62 0.00 -8.50  0.0999
H: -3.68 0.62 -9.55  0.1114

The calculated total energy is -5246.07135 Ha. The spin multiplicity is 1. As for the largest force on an atom: 3.90 eV/Å. As for the charge: 0. The HOMO-LUMO gap comes out at 9.340 eV.